(1)
C26H43Cl3EuN3O3Si | ωB97M-V with the def2-TZVPD basis set

Positions of all 80 atoms, in Å:
C 1.147266 3.451755 -4.970516
C 1.360720 3.160441 -3.503814
H 2.115858 3.837540 -5.349368
H 0.382509 4.225782 -5.192627
H 0.860239 2.553006 -5.536861
C 1.812024 4.187465 -2.738605
C 2.014033 5.548391 -3.255706
H 2.341891 3.960065 -1.839890
H 1.079656 6.037329 -3.541888
H 2.709074 5.610065 -4.098232
H 2.469141 6.118681 -2.452980
Eu -2.133032 -0.036164 0.994693
Cl -0.364432 -1.435132 -0.750760
Cl -4.486965 1.131852 0.837657
H -4.021791 -5.763259 2.105595
H -3.009737 -6.489754 0.261853
C -4.047946 -4.692128 1.872050
C -3.040755 -5.527671 -0.243411
N -3.108280 -4.471364 0.775970
H -3.722021 -4.076691 2.723167
C -2.600523 -3.242281 0.576928
O -2.517414 -2.375494 1.488498
H -2.148650 -5.404205 -0.857105
H -2.244571 -3.039579 -0.482286
H -5.071403 -4.431409 1.541094
H -3.923830 -5.560923 -0.890785
H -1.167111 4.063613 -0.351415
H 1.389030 5.058063 1.311252
C -1.468089 4.188099 0.700819
C 0.509688 4.989129 1.977643
N -0.355508 3.865166 1.607218
H -2.328184 3.541472 0.901628
C -0.265255 2.700879 2.292427
O -1.126744 1.776870 2.281028
H 0.857245 4.812029 3.009000
H 0.687895 2.635214 2.893439
H -1.713978 5.244377 0.844549
H -0.079700 5.918085 1.920585
O 0.006512 2.114002 -2.969949
C 1.354424 1.742502 -2.984203
C 1.737690 2.209804 -0.518468
C 1.947609 1.393416 -1.646901
H 0.989671 2.980227 -0.598005
C 2.450610 2.006329 0.647156
H 1.556951 0.960886 -3.726367
C 2.731673 0.236021 -1.503984
H 2.257225 2.603805 1.548753
C 3.504168 1.064996 0.664628
C 3.563638 0.108376 -0.365483
H 2.697314 -0.545918 -2.308101
H 4.254378 1.061046 1.465647
H 4.327877 -0.704113 -0.300662
Si -1.765648 1.164924 -3.261767
Cl -1.413085 1.614582 -0.828052
C -3.664052 1.006378 -2.848250
C -1.330666 -0.550757 -3.790382
C -1.875942 2.441286 -4.583301
H -3.940262 0.296914 -2.051571
H -4.205374 0.683860 -3.749049
H -4.103170 1.971905 -2.546189
H -2.049566 3.434505 -4.181605
H -2.744175 2.146622 -5.213240
H -0.989092 2.453675 -5.218266
H -0.266246 -0.649870 -3.984926
H -1.866897 -0.719250 -4.747211
H -1.609478 -1.342344 -3.086336
N 0.937186 -0.638143 1.895474
C 1.465115 -1.732026 2.496986
C 1.860243 -1.670522 3.854039
C 2.414251 -2.796535 4.458741
C 2.542848 -4.005413 3.759980
C 2.205319 -4.067576 2.399303
C 1.654815 -2.953600 1.776286
H 0.853944 -0.617980 0.873532
H 0.715310 0.212306 2.438834
H 1.780655 -0.722334 4.371221
H 2.750905 -2.717573 5.496491
H 2.942497 -4.890884 4.261185
H 2.372014 -4.978810 1.838844
H 1.375311 -2.977126 0.713098

Cartesian forces, eV/Å:
0.12 -0.26 -0.35
3.79 1.57 -0.16
-0.51 -0.24 -0.06
0.43 -0.41 0.41
0.31 0.27 0.14
0.14 -1.21 -0.67
-0.17 0.84 0.15
0.06 -0.07 0.45
0.04 0.20 -0.11
-0.04 -0.04 -0.21
-0.01 0.49 0.04
0.60 0.32 -0.28
-0.68 -0.03 0.21
0.63 -0.69 0.31
-0.04 0.36 0.24
0.26 0.01 0.09
0.23 -0.11 0.14
-0.14 0.39 -0.12
-0.18 0.75 -0.39
-0.39 -0.37 -0.24
0.21 -0.68 -0.40
-0.57 -0.07 -1.10
-0.08 0.01 0.08
0.01 -0.21 1.32
0.45 -0.01 0.27
0.03 0.26 0.09
-0.03 0.03 0.50
-0.44 0.06 0.18
0.02 0.14 -0.22
0.62 -0.37 0.08
-0.45 -1.06 0.90
0.22 0.22 -0.04
-0.44 0.93 -0.64
0.98 0.28 -0.23
-0.04 0.36 -0.42
-1.12 -0.07 -0.28
-0.16 -0.24 0.15
0.35 -0.43 0.15
-4.21 -2.65 0.70
-1.05 0.74 -0.39
-0.03 -0.63 -0.18
0.38 -0.44 0.20
-0.03 0.09 0.06
0.96 -0.15 0.20
0.25 0.04 0.00
0.19 0.15 -0.02
0.31 -0.04 -0.58
-0.44 -0.44 -0.44
0.44 0.07 0.01
0.32 0.92 0.82
-0.58 -0.20 -0.18
-0.85 0.72 -0.11
0.65 0.95 0.36
-0.54 -0.32 0.14
0.23 0.14 0.52
0.11 -0.40 -0.50
-0.96 -0.54 -1.39
0.25 0.15 -0.16
0.28 0.06 -0.02
0.21 -0.24 -0.08
-0.01 0.14 0.07
0.27 0.45 0.20
-0.39 0.03 0.22
0.17 -0.10 -0.06
0.19 0.07 0.38
-0.02 0.36 -0.15
-1.52 1.64 -0.27
0.74 -1.58 0.81
0.12 -0.59 -0.89
-0.20 -0.19 -0.04
0.24 0.08 0.02
-0.22 0.68 0.69
-0.06 0.74 -0.06
0.23 0.16 0.58
0.70 -1.00 -0.67
-0.01 -0.03 0.14
-0.16 -0.15 -0.33
-0.06 0.36 -0.16
-0.08 0.01 0.00
0.14 0.01 0.57

## Properties
Strongest force on any atom (hartree/bohr): 0.09776
Energy above the lowest of the compared OMol25 structures with the same formula, charge and spin (kcal per mole): 123.88
Highest occupied orbital energy (spin up / spin down) (eV): -6.221 / -6.222
Multiplicity: 7
Lowest unoccupied orbital energy (spin up / spin down) (eV): -2.0 / 0.0

Mulliken atomic charge list, values in e, 5 entries: -2.451, 1.606, 0.511, 0.280, 0.516

=====

(2)
C5H8N2O2 | ωB97M-V with the def2-TZVPD basis set

Positions of all 17 atoms, in Å:
C -0.217046 -1.280489 0.190802
C -0.258986 -1.597205 1.506693
C 0.365572 1.205485 0.851702
C -0.189900 0.015665 -0.415566
C -0.578528 0.433139 -1.754599
N -0.201629 -0.506971 2.473036
N 0.444902 0.719425 2.058929
O 0.180715 1.559409 -2.174530
O -0.338928 -0.717931 -2.647684
H -0.304731 -2.198211 -0.514184
H -0.119204 -2.512322 2.041675
H 0.897564 2.028786 0.552607
H -1.678028 0.668204 -1.937596
H -1.144912 -0.154549 2.664591
H 1.187835 0.960517 2.710701
H 1.056564 1.444948 -1.651476
H 0.203961 -1.248166 -2.124071

Cartesian forces, eV/Å:
-1.13 -2.07 -1.12
1.17 2.07 -0.12
-3.12 -6.39 -4.13
1.93 3.04 6.11
-0.72 -0.09 -2.20
-1.36 1.30 0.28
0.88 -1.08 0.19
1.45 -0.72 1.62
-1.64 2.53 -0.16
0.31 1.62 1.12
0.01 -0.73 -0.58
1.08 2.10 -0.37
1.42 0.00 0.35
0.09 -0.49 0.02
-0.11 0.29 -0.30
-1.94 0.31 -1.52
1.69 -1.69 0.82

## Properties
Strongest force on any atom (hartree/bohr): 0.15999
Energy above the lowest of the compared OMol25 structures with the same formula, charge and spin (kcal per mole): 151.74
Highest occupied orbital energy (spin up / spin down) (eV): -7.211 / -7.209
Lowest unoccupied orbital energy (spin up / spin down) (eV): -0.1 / -0.1

Mulliken atomic charge list, values in e, 5 entries: -0.301, -0.615, -0.399, -0.118, 0.574

=====

| no. | energy (eV) |
| --- | --- |
| 1 | -103048.4341 |
| 2 | -12384.3557 |